Entry 1:
{"formula": "C40H40AsFeN6O", "method": "ωB97M-V/def2-TZVPD", "gap_ev": [5.88, 5.92], "charge": 2, "spin_multiplicity": 2, "e_above_lowest_kj_mol": 232.6, "lumo_ev": [-6.087, -6.077], "symbols": ["Fe", "N", "C", "C", "N", "C", "C", "N", "H", "H", "H", "H", "H", "H", "H", "H", "H", "H", "H", "H", "H", "C", "C", "N", "C", "C", "C", "C", "C", "C", "C", "N", "C", "C", "C", "C", "C", "C", "C", "C", "N", "C", "H", "H", "H", "H", "H", "H", "H", "H", "H", "H", "H", "H", "O", "As", "C", "C", "C", "C", "C", "C", "C", "C", "C", "C", "C", "C", "C", "C", "C", "C", "C", "C", "H", "H", "H", "H", "H", "H", "H", "H", "H", "H", "H", "H", "H", "H", "H"], "coordinates": [[0.071, 1.530, 0.529], [-2.086, 1.685, 0.397], [-2.505, 1.968, 1.767], [-1.859, 0.932, 2.679], [-0.417, 0.825, 2.402], [0.462, 1.267, 3.492], [1.073, 2.627, 3.137], [1.302, 2.678, 1.736], [-2.597, 2.271, -0.258], [-2.304, 0.719, 0.160], [-3.596, 1.935, 1.885], [-2.165, 2.971, 2.039], [-2.338, -0.034, 2.496], [-2.028, 1.205, 3.723], [-0.215, -0.159, 2.229], [1.263, 0.538, 3.623], [-0.080, 1.330, 4.438], [1.991, 2.783, 3.718], [0.371, 3.422, 3.441], [2.042, 3.319, 1.487], [0.060, 3.188, 0.546], [3.979, -0.611, 0.683], [2.890, 0.151, 1.096], [2.014, 0.676, 0.255], [2.199, 0.518, -1.058], [3.273, -0.249, -1.584], [4.169, -0.827, -0.664], [3.424, -0.339, -2.982], [2.605, 0.401, -3.812], [1.603, 1.214, -3.305], [1.314, 1.231, -1.925], [0.373, 1.947, -1.293], [-0.512, 2.788, -1.896], [-1.076, 2.640, -3.187], [-1.821, 3.660, -3.740], [-2.091, 4.824, -3.036], [-1.701, 4.946, -1.689], [-2.056, 6.032, -0.853], [-1.614, 6.063, 0.467], [-0.843, 5.044, 0.963], [-0.537, 3.970, 0.177], [-0.913, 3.909, -1.130], [4.674, -1.004, 1.408], [2.743, 0.386, 2.138], [5.014, -1.392, -1.027], [4.218, -0.950, -3.377], [2.764, 0.375, -4.879], [1.066, 1.859, -3.982], [-0.947, 1.716, -3.726], [-2.197, 3.553, -4.746], [-2.631, 5.625, -3.514], [-2.664, 6.831, -1.245], [-1.876, 6.885, 1.111], [-0.447, 5.038, 1.965], [-0.458, -0.474, -0.022], [-0.327, -2.131, 0.025], [1.250, -2.791, -0.896], [1.283, -2.628, -2.275], [2.340, -3.145, -3.006], [3.363, -3.819, -2.357], [3.333, -3.973, -0.981], [2.271, -3.467, -0.247], [-1.885, -2.918, -0.810], [-2.061, -4.296, -0.743], [-3.199, -4.866, -1.288], [-4.146, -4.067, -1.909], [-3.954, -2.697, -2.003], [-2.823, -2.120, -1.448], [-0.284, -2.707, 1.896], [0.807, -2.325, 2.674], [0.880, -2.697, 4.005], [-0.138, -3.452, 4.568], [-1.227, -3.831, 3.800], [-1.308, -3.454, 2.467], [0.476, -2.092, -2.768], [2.359, -3.034, -4.079], [4.180, -4.236, -2.926], [4.128, -4.500, -0.476], [2.235, -3.614, 0.826], [-1.305, -4.909, -0.264], [-3.349, -5.933, -1.225], [-5.037, -4.511, -2.326], [-4.682, -2.077, -2.505], [-2.649, -1.049, -1.510], [1.604, -1.748, 2.212], [1.735, -2.415, 4.599], [-0.078, -3.751, 5.602], [-2.012, -4.430, 4.235], [-2.162, -3.750, 1.868]], "mulliken_spin": [0.9905, -0.0125, 0.0013, -0.0008, -0.0175, 0.0027, -0.0066, 0.0244, -0.0001, 0.0033, -0.0002, 0.0008, -0.0010, 0.0000, -0.0016, 0.0001, -0.0004, -0.0013, 0.0028, -0.0017, 0.0109, -0.0060, 0.0126, -0.0046, 0.0037, -0.0075, 0.0031, 0.0278, -0.0095, 0.0298, -0.0347, -0.0104, -0.0083, 0.0048, -0.0044, 0.0102, -0.0031, -0.0014, 0.0016, -0.0007, 0.0177, -0.0037, 0.0001, -0.0069, -0.0008, -0.0005, 0.0003, 0.0017, 0.0003, -0.0001, 0.0004, 0.0001, 0.0002, 0.0009, -0.0074, -0.0017, -0.0027, 0.0011, -0.0007, 0.0000, -0.0005, 0.0024, 0.0023, 0.0005, 0.0001, -0.0001, 0.0001, 0.0011, -0.0013, 0.0010, 0.0006, 0.0000, -0.0001, 0.0006, -0.0002, 0.0005, 0.0000, 0.0000, -0.0001, 0.0001, 0.0000, 0.0000, 0.0000, -0.0014, -0.0001, 0.0000, 0.0000, 0.0000, 0.0001]}

=====

Entry 2:
{"formula": "C3H11N", "method": "ωB97M-V/def2-TZVPD", "gap_ev": 10.16, "charge": 0, "e_above_lowest_kj_mol": 165.7, "smiles": "CNC.C", "lumo_ev": 1.059, "symbols": ["C", "N", "C", "H", "H", "H", "H", "H", "H", "H", "C", "H", "H", "H", "H"], "coordinates": [[0.462, 0.199, -0.174], [0.372, 1.557, -0.907], [1.046, 1.407, -2.144], [1.321, -0.437, -0.304], [0.279, 0.453, 0.867], [-0.465, -0.366, -0.425], [0.914, 2.278, -0.325], [1.999, 0.673, -2.077], [1.465, 2.317, -2.518], [0.509, 0.946, -2.864], [-1.597, -1.759, 2.170], [-1.534, -2.596, 1.402], [-2.518, -1.226, 2.322], [-0.866, -1.184, 1.773], [-1.387, -2.261, 3.204]], "lowdin_charge": [-0.1293, -0.1647, -0.2136, 0.0599, 0.0547, 0.0768, 0.1219, 0.1101, 0.0643, 0.0282, -0.0440, 0.0475, 0.0114, -0.0838, 0.0606]}

=====

Entry 3:
{"formula": "C53H152N12O17", "method": "ωB97M-V/def2-TZVPD", "gap_ev": 8.77, "charge": 0, "e_above_lowest_kj_mol": 344.1, "lumo_ev": 0.066, "symbols": ["C", "O", "H", "H", "H", "H", "C", "O", "H", "H", "H", "H", "C", "O", "H", "H", "H", "H", "C", "O", "H", "H", "H", "H", "C", "O", "H", "H", "H", "H", "C", "C", "C", "O", "C", "N", "H", "H", "H", "H", "H", "H", "H", "H", "H", "H", "H", "C", "C", "C", "O", "C", "N", "H", "H", "H", "H", "H", "H", "H", "H", "H", "H", "H", "C", "C", "C", "O", "C", "N", "H", "H", "H", "H", "H", "H", "H", "H", "H", "H", "H", "C", "C", "C", "O", "C", "N", "H", "H", "H", "H", "H", "H", "H", "H", "H", "H", "H", "C", "C", "C", "O", "C", "N", "H", "H", "H", "H", "H", "H", "H", "H", "H", "H", "H", "C", "C", "C", "O", "C", "N", "H", "H", "H", "H", "H", "H", "H", "H", "H", "H", "H", "C", "C", "C", "O", "C", "N", "H", "H", "H", "H", "H", "H", "H", "H", "H", "H", "H", "C", "C", "C", "O", "C", "N", "H", "H", "H", "H", "H", "H", "H", "H", "H", "H", "H", "C", "C", "C", "O", "C", "N", "H", "H", "H", "H", "H", "H", "H", "H", "H", "H", "H", "C", "C", "C", "O", "C", "N", "H", "H", "H", "H", "H", "H", "H", "H", "H", "H", "H", "C", "C", "C", "O", "C", "N", "H", "H", "H", "H", "H", "H", "H", "H", "H", "H", "H", "C", "C", "C", "O", "C", "N", "H", "H", "H", "H", "H", "H", "H", "H", "H", "H", "H"], "coordinates": [[-2.245, 7.091, -9.473], [-3.224, 6.329, -10.178], [-2.423, 8.160, -9.588], [-2.371, 6.877, -8.412], [-1.239, 6.835, -9.806], [-3.155, 6.611, -11.093], [3.690, 6.492, -5.421], [3.394, 7.408, -4.417], [3.575, 5.425, -5.228], [3.159, 6.857, -6.300], [4.760, 6.575, -5.607], [3.229, 8.295, -4.745], [-2.191, 8.104, -0.838], [-3.387, 7.500, -0.433], [-2.333, 9.128, -1.183], [-1.512, 8.195, 0.009], [-1.721, 7.541, -1.644], [-3.075, 6.809, 0.156], [2.715, -6.671, 3.026], [1.536, -6.154, 3.448], [3.493, -6.093, 3.524], [2.801, -7.701, 3.370], [2.816, -6.735, 1.942], [1.392, -5.363, 2.924], [8.422, -5.516, 1.612], [8.199, -5.071, 2.888], [8.102, -4.731, 0.927], [9.463, -5.813, 1.485], [7.802, -6.400, 1.463], [8.381, -4.129, 2.908], [12.889, 3.434, 0.772], [13.346, 2.284, -0.113], [12.349, 1.912, -1.235], [11.175, 1.342, -0.655], [10.190, 1.018, -1.550], [14.619, 2.653, -0.694], [12.579, 4.249, 0.118], [13.579, 3.919, 1.462], [12.046, 3.132, 1.395], [13.566, 1.376, 0.448], [12.824, 1.177, -1.885], [12.121, 2.790, -1.840], [9.927, 0.002, -1.254], [10.512, 1.035, -2.591], [9.410, 1.745, -1.327], [15.232, 3.188, -0.095], [15.063, 1.805, -1.016], [0.162, 0.136, -9.424], [1.419, -0.572, -9.949], [2.404, -1.049, -8.869], [2.987, 0.070, -8.227], [3.990, -0.254, -7.245], [1.011, -1.704, -10.780], [-0.430, -0.541, -8.807], [-0.499, 0.454, -10.230], [0.413, 0.963, -8.760], [2.048, 0.037, -10.597], [3.201, -1.701, -9.225], [1.997, -1.716, -8.110], [4.818, -0.763, -7.739], [3.584, -0.883, -6.453], [4.386, 0.677, -6.841], [0.582, -1.330, -11.615], [1.859, -2.165, -11.076], [2.066, -1.291, -0.910], [0.753, -0.573, -0.538], [0.165, 0.039, -1.867], [-1.015, 0.862, -1.540], [-1.442, 1.608, -2.666], [-0.129, -1.531, 0.052], [1.853, -2.021, -1.691], [2.479, -1.723, 0.002], [2.767, -0.569, -1.328], [0.831, 0.308, 0.098], [-0.170, -0.715, -2.580], [0.942, 0.709, -2.234], [-2.366, 2.174, -2.550], [-1.755, 0.964, -3.488], [-0.699, 2.284, -3.090], [-0.989, -1.021, 0.194], [-0.449, -2.110, -0.712], [-4.729, 3.235, 4.794], [-4.414, 2.505, 3.467], [-5.695, 2.286, 2.725], [-6.647, 1.430, 3.367], [-6.402, 0.074, 3.334], [-3.478, 3.218, 2.687], [-5.239, 4.168, 4.554], [-3.772, 3.483, 5.253], [-5.248, 2.619, 5.527], [-4.001, 1.535, 3.741], [-5.478, 1.850, 1.750], [-6.128, 3.271, 2.550], [-6.421, -0.340, 4.343], [-5.431, -0.199, 2.922], [-7.126, -0.409, 2.678], [-2.586, 3.217, 3.160], [-3.448, 2.723, 1.807], [3.459, 4.504, 10.932], [3.101, 3.909, 9.503], [3.418, 2.422, 9.347], [2.981, 2.114, 8.025], [3.392, 0.876, 7.492], [1.685, 4.162, 9.194], [3.058, 3.868, 11.721], [3.021, 5.483, 11.126], [4.548, 4.519, 10.973], [3.693, 4.384, 8.721], [2.971, 1.782, 10.108], [4.499, 2.298, 9.420], [2.923, 0.014, 7.966], [4.464, 0.697, 7.569], [3.107, 0.837, 6.441], [1.550, 3.598, 8.368], [1.617, 5.134, 8.928], [-4.711, -8.740, 3.242], [-4.216, -9.769, 4.299], [-5.233, -10.805, 4.732], [-4.628, -11.659, 5.709], [-4.950, -13.040, 5.598], [-2.958, -10.358, 3.967], [-3.917, -8.064, 2.927], [-5.505, -8.236, 3.792], [-5.185, -9.196, 2.372], [-4.013, -9.254, 5.239], [-5.600, -11.384, 3.885], [-6.161, -10.333, 5.057], [-4.283, -13.623, 6.233], [-4.789, -13.421, 4.589], [-5.973, -13.233, 5.920], [-2.759, -11.040, 4.685], [-2.215, -9.674, 3.966], [13.205, -4.406, -3.621], [12.829, -5.864, -3.942], [11.472, -5.952, -4.705], [10.512, -5.433, -3.896], [9.235, -5.406, -4.515], [14.004, -6.384, -4.692], [14.073, -4.314, -2.969], [12.340, -3.828, -3.297], [13.336, -3.938, -4.596], [12.662, -6.435, -3.029], [11.183, -6.990, -4.871], [11.472, -5.389, -5.638], [9.091, -5.009, -5.520], [8.664, -4.717, -3.893], [8.742, -6.378, -4.528], [13.896, -6.086, -5.650], [13.902, -7.388, -4.738], [3.468, 4.876, 1.358], [4.056, 4.312, 2.627], [5.273, 5.100, 3.124], [5.992, 4.244, 4.006], [6.845, 5.033, 4.923], [2.923, 4.205, 3.572], [3.270, 5.942, 1.467], [2.570, 4.357, 1.022], [4.125, 4.739, 0.499], [4.435, 3.303, 2.464], [4.867, 5.998, 3.590], [5.878, 5.356, 2.254], [6.447, 5.916, 5.423], [7.697, 5.426, 4.367], [7.302, 4.445, 5.719], [3.257, 3.675, 4.364], [2.844, 5.151, 3.916], [-11.835, 7.464, 1.043], [-12.466, 6.279, 0.450], [-11.458, 5.430, -0.282], [-10.706, 6.121, -1.286], [-9.592, 5.379, -1.707], [-13.126, 5.574, 1.548], [-11.057, 7.144, 1.736], [-12.624, 8.028, 1.540], [-11.331, 8.137, 0.349], [-13.213, 6.666, -0.243], [-11.895, 4.536, -0.729], [-10.748, 5.121, 0.485], [-8.810, 6.020, -2.113], [-9.857, 4.773, -2.574], [-9.111, 4.754, -0.954], [-13.789, 6.215, 1.960], [-12.395, 5.345, 2.205], [-3.643, 1.502, 10.607], [-2.546, 0.438, 10.828], [-1.980, -0.153, 9.537], [-3.005, -0.779, 8.722], [-2.374, -1.340, 7.576], [-1.434, 1.151, 11.479], [-4.114, 1.886, 11.512], [-4.397, 0.979, 10.019], [-3.217, 2.291, 9.987], [-2.989, -0.331, 11.461], [-1.207, -0.905, 9.697], [-1.413, 0.604, 8.995], [-3.179, -1.718, 6.947], [-1.855, -2.246, 7.890], [-1.699, -0.705, 7.003], [-1.940, 1.715, 12.147], [-0.994, 1.755, 10.800], [-11.345, -0.507, -5.393], [-11.285, -0.705, -6.894], [-10.354, 0.314, -7.607], [-9.058, 0.132, -7.102], [-8.116, 0.902, -7.838], [-10.900, -2.101, -7.137], [-10.342, -0.660, -4.995], [-11.982, -1.278, -4.958], [-11.716, 0.419, -4.955], [-12.303, -0.530, -7.245], [-10.728, 1.335, -7.520], [-10.397, 0.077, -8.670], [-8.552, 1.899, -7.767], [-8.034, 0.576, -8.875], [-7.137, 0.947, -7.361], [-10.886, -2.255, -8.135], [-9.915, -2.182, -6.928], [-5.078, -3.219, -2.963], [-4.482, -3.774, -4.269], [-3.859, -5.159, -4.199], [-2.802, -5.176, -3.246], [-2.402, -6.525, -2.969], [-5.518, -3.815, -5.288], [-4.369, -3.194, -2.135], [-5.923, -3.832, -2.650], [-5.433, -2.204, -3.141], [-3.711, -3.102, -4.646], [-3.424, -5.432, -5.161], [-4.575, -5.973, -4.084], [-3.201, -7.210, -2.684], [-1.694, -6.521, -2.140], [-1.826, -6.984, -3.773], [-5.908, -2.919, -5.541], [-5.013, -4.050, -6.130]], "lowdin_charge": [-0.1645, -0.1264, 0.0724, 0.0773, 0.0735, 0.0676, -0.1839, -0.1220, 0.0795, 0.0788, 0.0692, 0.0784, -0.1896, -0.1117, 0.0761, 0.0760, 0.0742, 0.0731, -0.2213, -0.1023, 0.0802, 0.0797, 0.0797, 0.0833, -0.2030, -0.1127, 0.0805, 0.0769, 0.0794, 0.0788, -0.0626, -0.4433, -0.1859, -0.1972, -0.1368, 0.0162, 0.0799, 0.0719, 0.0761, 0.1311, 0.1194, 0.1249, 0.0895, 0.0870, 0.0916, 0.0684, 0.0700, -0.0529, -0.4283, -0.2198, -0.1998, -0.0885, 0.0188, 0.0771, 0.0719, 0.0735, 0.1316, 0.1138, 0.1222, 0.0809, 0.0835, 0.0852, 0.0685, 0.0625, -0.0630, -0.4477, -0.1627, -0.2017, -0.1389, 0.0349, 0.0773, 0.0756, 0.0703, 0.1393, 0.1235, 0.1153, 0.0828, 0.0768, 0.0827, 0.0659, 0.0703, -0.0437, -0.5057, -0.2013, -0.1729, -0.1385, 0.0444, 0.0804, 0.0676, 0.0784, 0.1288, 0.1198, 0.1310, 0.0898, 0.0819, 0.0866, 0.0822, 0.0733, -0.0468, -0.4192, -0.1937, -0.2136, -0.1069, 0.0312, 0.0686, 0.0653, 0.0663, 0.1239, 0.1302, 0.1229, 0.0837, 0.0843, 0.0869, 0.0516, 0.0674, -0.0428, -0.4667, -0.2025, -0.1957, -0.1032, 0.0299, 0.0724, 0.0704, 0.0719, 0.1287, 0.1195, 0.1241, 0.0845, 0.0856, 0.0843, 0.0650, 0.0748, -0.0668, -0.3999, -0.2576, -0.1846, -0.1036, 0.0300, 0.0788, 0.0670, 0.0725, 0.1351, 0.1240, 0.1243, 0.0855, 0.0879, 0.0861, 0.0617, 0.0598, -0.0818, -0.4478, -0.2218, -0.1756, -0.0800, 0.0431, 0.0799, 0.0749, 0.0737, 0.1368, 0.1206, 0.1250, 0.0778, 0.0768, 0.0781, 0.0598, 0.0615, -0.0928, -0.4785, -0.1978, -0.1752, -0.1265, 0.0395, 0.0879, 0.0819, 0.0823, 0.1432, 0.1294, 0.1176, 0.0845, 0.0825, 0.0854, 0.0682, 0.0682, -0.0687, -0.4192, -0.1999, -0.1850, -0.1216, 0.0211, 0.0758, 0.0682, 0.0807, 0.1361, 0.1196, 0.1167, 0.0846, 0.0832, 0.0866, 0.0588, 0.0601, -0.0799, -0.4257, -0.2242, -0.2003, -0.0925, 0.0416, 0.0734, 0.0745, 0.0766, 0.1314, 0.1225, 0.1152, 0.0835, 0.0876, 0.0875, 0.0640, 0.0646, -0.0495, -0.4443, -0.2203, -0.1772, -0.1091, 0.0226, 0.0701, 0.0798, 0.0707, 0.1302, 0.1188, 0.1237, 0.0858, 0.0822, 0.0817, 0.0696, 0.0651]}

=====

Entry 4:
{"formula": "C5H9N", "method": "ωB97M-V/def2-TZVPD", "gap_ev": 8.51, "charge": 0, "e_above_lowest_kj_mol": 355.9, "smiles": "C=CCNC=C", "lumo_ev": 1.008, "symbols": ["C", "C", "C", "N", "C", "C", "H", "H", "H", "H", "H", "H", "H", "H", "H"], "coordinates": [[-1.249, 1.461, -2.185], [-0.667, 0.635, -1.288], [-0.563, 1.016, 0.231], [0.220, -0.126, 0.877], [1.185, -1.110, 0.640], [1.429, -2.063, 1.620], [-1.668, 1.118, -3.149], [-1.329, 2.522, -1.944], [-0.091, -0.353, -1.503], [-0.257, 2.061, 0.339], [-1.599, 0.946, 0.856], [-0.275, -0.500, 1.673], [1.790, -0.999, -0.209], [2.438, -2.358, 1.777], [0.635, -2.248, 2.265]], "lowdin_charge": [-0.0234, -0.1705, -0.1619, -0.0709, -0.2218, -0.0240, 0.0572, 0.0532, 0.1155, 0.0926, 0.1542, 0.0892, 0.0771, 0.0245, 0.0091]}